1.
Computed, not measured: a molecular structure, H5S3 in a non-equilibrium geometry, with ωB97M-V/def2-TZVPD.

- Relative energy (zero: lowest compared OMol25 entry of this formula, charge and spin): 48.8 kJ/mol
- LUMO energy: 3.3302 eV
- Total energy: -1197.576593 hartree
- HOMO level: -0.1255 Ha
- Gap between HOMO and LUMO: 6.745 eV

```
! RIJCOSX wB97M-V def2-TZVPD def2/J DEFGRID3
* xyz -1 1
S -0.064 1.716 -0.200
H -0.908 2.581 -0.665
S 2.382 -1.138 -1.177
H 1.282 -0.822 -0.614
H 1.727 -2.011 -1.890
S -1.362 -0.731 1.618
H -0.874 0.328 0.624
H -2.184 0.076 2.304
*
```

2.
Computed, not measured: 30 unconnected molecules or ions with the total composition H60O30 in a non-equilibrium geometry, with ωB97M-V/def2-TZVPD.

- Relative energy (zero: lowest compared OMol25 entry of this formula, charge and spin): 45.2 kJ/mol
- LUMO energy: 0.0952 eV
- Total energy: -2293.334141 hartree
- HOMO level: -0.3685 Ha
- Gap between HOMO and LUMO: 10.123 eV

```
! RIJCOSX wB97M-V def2-TZVPD def2/J DEFGRID3
* xyz 0 1
O 8.000 13.855 9.434
H 8.419 13.087 9.879
H 7.318 13.475 8.884
O 9.270 11.163 6.336
H 9.118 10.298 6.729
H 8.319 11.385 6.184
O 15.134 7.415 10.844
H 15.935 6.890 10.789
H 14.356 6.995 10.390
O 13.690 9.033 12.497
H 13.936 9.884 12.135
H 14.294 8.358 12.282
O 11.749 13.435 10.889
H 11.877 14.229 10.401
H 12.582 12.986 11.066
O 10.239 14.675 8.216
H 9.382 14.426 8.715
H 9.978 15.301 7.555
O 14.046 9.865 9.272
H 13.125 9.677 9.524
H 14.566 9.131 9.679
O 8.956 13.089 13.163
H 9.532 12.375 13.572
H 8.089 12.920 13.480
O 15.487 14.296 11.914
H 15.245 14.430 10.974
H 16.284 14.865 12.125
O 4.133 12.972 10.410
H 4.969 12.671 10.821
H 3.545 13.175 11.172
O 4.927 10.916 8.771
H 4.484 11.673 9.188
H 5.464 10.495 9.422
O 14.759 14.517 9.182
H 14.840 13.637 8.786
H 13.962 14.920 8.896
O 12.138 15.895 9.439
H 12.179 16.772 9.837
H 11.216 15.704 9.314
O 6.370 11.616 6.540
H 5.728 11.278 7.250
H 5.897 11.941 5.771
O 11.894 12.271 7.094
H 11.084 12.005 6.654
H 11.838 13.124 7.474
O 7.024 10.519 10.890
H 7.857 10.841 10.586
H 7.129 9.533 10.809
O 7.001 7.856 9.931
H 7.567 7.878 9.136
H 7.273 7.180 10.575
O 6.078 12.110 13.083
H 5.476 11.752 13.737
H 6.328 11.445 12.374
O 11.022 10.111 9.202
H 11.216 10.670 8.456
H 10.573 10.630 9.945
O 8.720 8.547 7.938
H 9.053 7.780 7.447
H 9.549 8.969 8.392
O 12.595 6.445 9.490
H 12.023 6.648 10.256
H 12.425 5.577 9.203
O 9.500 11.935 10.747
H 9.137 12.189 11.613
H 10.301 12.579 10.848
O 10.955 7.733 11.009
H 10.676 8.404 10.412
H 11.084 8.166 11.908
O 14.571 11.894 7.632
H 14.579 10.993 8.030
H 13.664 11.965 7.310
O 11.169 9.083 13.396
H 12.115 9.239 13.583
H 10.825 9.333 14.286
O 11.742 7.470 7.081
H 12.185 7.392 7.929
H 11.877 8.384 6.956
O 16.715 12.762 6.497
H 15.894 12.299 6.769
H 16.709 12.758 5.527
O 12.092 13.371 13.761
H 11.553 13.768 13.089
H 12.854 14.000 13.897
O 10.693 11.504 15.652
H 10.172 11.600 16.466
H 11.249 12.307 15.515
O 14.083 11.747 11.568
H 14.128 11.505 10.626
H 14.803 12.358 11.779
*
```